(1)
A structure of composition C25H46N2O5RuSi4Te in a non-equilibrium geometry. Source: OMol25; level of theory: wB97M-V/def2-TZVPD.

Last column: Löwdin charge in e.
Geometry (Å):
Ru -0.278 1.741 0.250  1.111
C -2.366 1.892 3.779  -0.010
C -1.485 2.472 2.705  -0.441
O -0.660 1.612 2.185  -0.223
C -1.584 3.800 2.366  -0.036
C -0.792 4.438 1.368  -0.317
C -0.884 5.929 1.223  -0.025
N 0.004 3.718 0.636  -0.082
N 0.928 4.336 -0.195  0.081
C 1.704 3.423 -0.699  -0.471
O 1.603 2.144 -0.461  -0.222
C 2.749 3.837 -1.673  -0.149
C 2.908 5.173 -2.038  -0.036
C 3.859 5.528 -2.979  -0.095
C 4.659 4.555 -3.567  -0.105
C 4.502 3.225 -3.208  -0.086
C 3.549 2.864 -2.265  -0.021
H -2.028 0.887 4.023  0.064
H -3.388 1.833 3.401  0.093
H -2.368 2.510 4.677  0.079
H -2.301 4.409 2.899  0.109
H -0.864 6.412 2.200  0.078
H -1.851 6.153 0.764  0.090
H -0.091 6.322 0.597  0.058
H 2.275 5.917 -1.574  0.104
H 3.976 6.568 -3.260  0.096
H 5.400 4.835 -4.305  0.094
H 5.119 2.462 -3.666  0.099
H 3.405 1.831 -1.976  0.116
C -1.584 4.289 -2.552  -0.006
C -1.859 2.829 -2.236  -0.500
C -2.572 2.123 -3.381  -0.007
O -0.626 2.133 -1.963  -0.155
C -2.743 2.719 -0.975  -0.590
O -3.851 3.233 -1.002  0.051
O -2.261 2.059 0.014  -0.155
H -1.021 4.371 -3.488  0.090
H -1.005 4.758 -1.756  0.070
H -2.533 4.812 -2.665  0.093
H -2.026 2.277 -4.315  0.085
H -3.581 2.518 -3.483  0.090
H -2.621 1.054 -3.175  0.093
H 0.106 2.490 -2.478  0.109
C 0.943 -4.142 -2.649  -0.226
Si 1.542 -4.136 -0.866  0.304
C 3.201 -3.254 -0.793  -0.224
C 1.800 -5.931 -0.324  -0.224
Si -0.009 -3.058 0.509  -0.038
Te -0.256 -0.830 -0.514  0.467
Si 0.756 -2.783 2.702  0.320
C 2.392 -1.855 2.688  -0.219
C 1.013 -4.419 3.618  -0.224
C -0.493 -1.755 3.665  -0.220
Si -2.135 -4.031 0.436  0.308
C -2.701 -4.158 -1.355  -0.226
C -3.356 -2.937 1.357  -0.222
C -2.177 -5.761 1.202  -0.224
H 1.751 -4.448 -3.321  0.023
H 0.609 -3.143 -2.937  0.010
H 0.107 -4.830 -2.787  0.010
H 3.869 -3.640 -1.569  0.023
H 3.687 -3.397 0.174  0.011
H 3.066 -2.182 -0.949  0.017
H 2.537 -6.418 -0.970  0.022
H 0.872 -6.503 -0.384  0.011
H 2.163 -5.991 0.704  0.012
H 3.199 -2.466 2.277  0.009
H 2.671 -1.561 3.704  0.025
H 2.308 -0.954 2.077  0.022
H 1.766 -5.037 3.124  0.011
H 0.088 -4.998 3.667  0.009
H 1.349 -4.235 4.642  0.022
H -0.767 -0.864 3.093  0.002
H -0.067 -1.437 4.621  0.031
H -1.405 -2.320 3.869  0.015
H -2.604 -3.184 -1.839  0.016
H -3.748 -4.470 -1.405  0.024
H -2.102 -4.876 -1.919  0.009
H -3.294 -1.915 0.978  0.019
H -3.150 -2.910 2.429  0.009
H -4.377 -3.301 1.213  0.025
H -1.493 -6.442 0.691  0.010
H -3.184 -6.184 1.136  0.022
H -1.892 -5.735 2.256  0.010

Properties
- Orbital gap (alpha / beta): 6.4 / 6.3 eV
- Expectation value of S²: 0.7553
- E_tot: -2987.0287 Eh
- Multiplicity: 2
- Energy relative to the best compared isomer or geometry (same formula, charge and spin): 26.9 kcal/mol
- Net charge: -1



(2)
A cluster of 9 separate species, C27H63N9O9 in total in a non-equilibrium geometry. Source: OMol25; level of theory: wB97M-V/def2-TZVPD.

Last column: Löwdin charge in e.
Geometry (Å):
C 2.462 4.466 3.655  -0.336
O 1.779 4.065 2.720  -0.020
N 2.307 5.731 4.121  -0.206
C 3.250 6.353 5.125  -0.043
C 1.303 6.605 3.550  -0.041
H 3.323 3.951 4.137  0.138
H 2.525 6.835 5.789  0.074
H 3.962 7.108 4.668  0.105
H 3.810 5.694 5.780  0.075
H 1.342 7.418 4.326  0.092
H 1.601 7.017 2.627  0.073
H 0.349 6.034 3.533  0.111
C -4.591 -1.478 -4.561  -0.285
O -4.769 -0.410 -5.184  -0.037
N -3.341 -1.857 -4.114  -0.202
C -3.125 -3.125 -3.495  -0.088
C -2.230 -1.063 -4.556  -0.046
H -5.458 -2.213 -4.301  0.157
H -2.536 -3.035 -2.532  0.071
H -2.547 -3.787 -4.146  0.080
H -4.074 -3.697 -3.267  0.106
H -1.801 -1.271 -5.504  0.085
H -2.576 -0.073 -4.476  0.054
H -1.445 -1.240 -3.747  0.091
C 2.848 2.707 -2.449  -0.320
O 3.833 1.957 -2.525  -0.040
N 2.604 3.499 -1.355  -0.173
C 1.382 4.337 -1.178  -0.036
C 3.500 3.381 -0.159  -0.015
H 2.137 2.762 -3.246  0.118
H 1.714 5.322 -0.926  0.072
H 0.822 3.938 -0.311  0.080
H 0.794 4.333 -2.145  0.103
H 3.496 2.344 0.159  0.062
H 4.505 3.756 -0.338  0.097
H 2.977 3.939 0.569  0.038
C -3.077 3.535 -0.649  -0.354
O -1.996 3.875 -0.234  -0.007
N -3.248 2.597 -1.605  -0.182
C -2.058 2.213 -2.370  -0.038
C -4.542 2.149 -2.066  -0.057
H -3.994 4.015 -0.261  0.137
H -2.175 1.157 -2.686  0.062
H -1.179 2.464 -1.739  0.078
H -2.038 2.806 -3.300  0.100
H -4.728 2.474 -3.104  0.095
H -4.660 1.059 -2.013  0.084
H -5.401 2.517 -1.474  0.092
C 1.258 -1.900 2.974  -0.293
O 0.212 -2.579 3.048  -0.040
N 1.532 -0.954 3.920  -0.191
C 2.545 0.031 3.614  -0.078
C 0.663 -0.731 5.068  -0.044
H 1.977 -2.032 2.162  0.089
H 2.998 -0.040 2.644  0.046
H 3.382 0.011 4.359  0.094
H 2.111 1.111 3.636  0.109
H 1.293 -0.568 5.978  0.099
H 0.054 0.164 4.872  0.092
H 0.017 -1.560 5.277  0.072
C -5.389 -2.219 -0.047  -0.280
O -6.456 -2.366 -0.624  -0.008
N -5.060 -3.141 0.957  -0.190
C -3.766 -3.001 1.608  -0.065
C -5.962 -4.109 1.512  -0.051
H -4.591 -1.536 -0.309  0.113
H -3.801 -2.600 2.605  0.085
H -3.180 -2.305 1.044  0.048
H -3.207 -3.953 1.652  0.079
H -6.747 -4.294 0.768  0.092
H -5.443 -4.982 1.791  0.070
H -6.436 -3.683 2.386  0.090
C -1.310 -0.372 -0.228  -0.303
O -2.057 -0.835 -1.110  -0.048
N 0.027 -0.197 -0.389  -0.183
C 0.919 0.555 0.405  -0.036
C 0.469 -0.596 -1.681  -0.053
H -1.624 -0.113 0.842  0.158
H 0.275 0.888 1.242  0.111
H 1.358 1.348 -0.184  0.080
H 1.624 -0.157 0.814  0.053
H 1.527 -0.316 -1.756  0.095
H 0.263 -1.672 -1.939  0.105
H -0.080 -0.057 -2.461  0.069
C 1.324 -4.542 -0.410  -0.358
O 2.293 -4.864 -1.107  -0.021
N 0.043 -4.669 -0.702  -0.160
C -1.072 -4.210 0.089  -0.051
C -0.150 -5.264 -2.064  -0.029
H 1.478 -4.115 0.549  0.113
H -1.736 -3.679 -0.537  0.048
H -0.601 -3.552 0.835  0.081
H -1.537 -5.052 0.637  0.099
H -1.225 -5.371 -2.270  0.077
H 0.381 -4.632 -2.796  0.090
H 0.259 -6.290 -2.152  0.092
C 3.912 -2.344 -0.273  -0.267
O 3.062 -2.073 0.582  -0.050
N 4.878 -1.483 -0.701  -0.193
C 5.818 -1.775 -1.725  -0.081
C 5.056 -0.118 -0.172  -0.038
H 3.963 -3.359 -0.734  0.129
H 6.824 -1.982 -1.400  0.081
H 5.748 -0.967 -2.503  0.114
H 5.534 -2.745 -2.153  0.091
H 4.324 0.104 0.593  0.049
H 6.121 -0.077 0.224  0.111
H 4.875 0.653 -1.006  0.084

Properties
- Structure (SMILES): CN(C)C=O.CN(C)C=O.CN(C)C=O.CN(C)C=O.CN(C)C=O.CN(C)C=O.CN(C)C=O.CN(C)C=O.CN(C)C=O
- Orbital gap: 9.2 eV
- E_tot: -2236.4803 Eh
- Energy relative to the best compared isomer or geometry (same formula, charge and spin): 160.6 kcal/mol



(3)
A cluster of 10 separate species, C12H38O12 in total in a non-equilibrium geometry. Source: OMol25; level of theory: wB97M-V/def2-TZVPD.

Last column: Löwdin charge in e.
Geometry (Å):
C -0.900 -0.807 -0.349  0.015
C -0.153 0.496 -0.480  -0.623
O 0.303 1.028 0.568  -0.061
O 0.008 1.018 -1.621  -0.084
H -0.217 -1.643 -0.186  0.087
H -1.397 -1.008 -1.297  0.073
H -1.620 -0.771 0.464  0.057
C -3.590 -2.909 0.366  -0.056
C -4.176 -4.276 0.692  -0.816
O -4.396 -4.594 1.883  -0.127
O -4.433 -5.051 -0.274  -0.135
H -3.597 -2.716 -0.705  0.063
H -2.543 -2.916 0.677  0.030
H -4.100 -2.149 0.959  0.066
C 3.202 -1.149 0.306  -0.162
O 2.707 -0.419 1.406  -0.139
H 4.260 -1.348 0.465  0.071
H 2.627 -2.061 0.125  0.069
H 3.106 -0.555 -0.608  0.065
H 1.907 0.092 1.237  0.028
C 1.244 1.882 4.045  -0.150
O 0.026 1.672 3.351  -0.139
H 1.993 1.096 3.927  0.081
H 1.713 2.816 3.717  0.069
H 1.020 1.986 5.107  0.076
H 0.275 1.437 2.442  0.042
C 0.745 4.130 0.535  -0.171
O 1.785 3.524 -0.229  -0.145
H 0.849 5.210 0.425  0.071
H -0.236 3.867 0.132  0.073
H 0.768 3.792 1.573  0.058
H 1.485 2.604 -0.315  0.036
C 3.023 1.667 -3.191  -0.171
O 2.416 0.420 -3.011  -0.137
H 3.806 1.509 -3.935  0.070
H 2.318 2.408 -3.581  0.065
H 3.414 2.058 -2.247  0.074
H 1.560 0.512 -2.568  0.030
C -0.630 -0.878 -4.795  -0.160
O -1.352 -0.262 -3.738  -0.149
H 0.235 -1.384 -4.364  0.075
H -1.289 -1.606 -5.269  0.067
H -0.397 -0.083 -5.509  0.070
H -0.761 0.174 -3.104  0.016
C -0.145 4.329 -3.140  -0.189
O -0.656 3.042 -3.366  -0.122
H -0.599 5.032 -3.842  0.066
H -0.262 4.713 -2.125  0.061
H 0.930 4.357 -3.357  0.061
H -0.495 2.482 -2.587  0.032
C -1.829 -0.899 3.317  -0.171
O -1.389 -0.383 4.565  -0.146
H -2.534 -1.713 3.476  0.082
H -2.310 -0.099 2.744  0.077
H -1.030 -1.254 2.659  0.059
H -0.784 0.344 4.342  0.022
C 0.004 -4.101 2.328  -0.153
O 0.412 -5.455 2.146  -0.130
H 0.730 -3.486 1.795  0.067
H -0.987 -3.937 1.906  0.066
H 0.039 -3.778 3.371  0.077
H -0.101 -6.009 2.740  0.067

Properties
- Orbital gap: 6.4 eV
- E_tot: -1382.8989 Eh
- Net charge: -2



(4)
A cluster of 9 separate species, C25H28F8O25 in total in a non-equilibrium geometry. Source: OMol25; level of theory: wB97M-V/def2-TZVPD.

Last column: Löwdin charge in e.
Geometry (Å):
C 3.447 -4.151 -1.168  -0.045
C 3.594 -3.702 -2.609  -0.365
O 3.831 -2.318 -2.472  0.101
C 3.508 -1.892 -1.131  -0.409
O 3.274 -0.696 -0.874  0.122
O 3.066 -2.967 -0.444  0.058
F 2.499 -3.800 -3.317  0.111
H 4.429 -4.551 -0.916  0.136
H 2.793 -4.989 -0.927  0.147
H 4.388 -4.176 -3.185  0.170
C -1.695 0.897 -3.235  -0.066
C -1.716 1.812 -4.416  -0.371
O -3.097 2.010 -4.682  0.107
C -3.716 0.737 -4.363  -0.483
O -4.776 0.297 -4.693  0.176
O -2.818 0.125 -3.611  0.074
F -1.082 1.298 -5.469  0.090
H -1.841 1.418 -2.288  0.147
H -0.762 0.334 -3.204  0.123
H -1.129 2.696 -4.169  0.151
C -4.438 -3.730 2.884  -0.072
C -3.434 -2.807 2.268  -0.319
O -3.317 -3.409 1.003  0.130
C -3.801 -4.675 0.996  -0.524
O -3.808 -5.564 0.115  0.125
O -4.311 -4.907 2.154  0.122
F -2.246 -2.865 2.884  0.079
H -5.451 -3.330 2.938  0.149
H -4.134 -3.829 3.926  0.147
H -3.714 -1.758 2.171  0.177
C 2.411 -2.518 4.388  -0.047
C 1.811 -1.179 4.827  -0.282
O 2.903 -0.376 5.160  0.172
C 4.026 -1.052 5.093  -0.525
O 5.130 -0.740 5.530  0.142
O 3.759 -2.352 4.791  0.055
F 1.176 -1.292 6.022  0.061
H 2.451 -2.616 3.303  0.122
H 2.091 -3.465 4.822  0.148
H 1.017 -0.829 4.168  0.158
C -1.709 2.778 3.951  -0.089
C -2.015 3.192 5.402  -0.266
O -2.311 4.601 5.304  0.176
C -2.190 4.943 4.048  -0.549
O -2.275 6.114 3.686  0.151
O -1.630 3.978 3.289  0.055
F -0.952 2.933 6.192  0.074
H -2.480 2.094 3.594  0.143
H -0.662 2.477 3.912  0.137
H -2.790 2.537 5.799  0.164
C 0.399 -1.894 -7.089  -0.010
C -0.051 -3.340 -6.920  -0.292
O -0.538 -3.293 -5.621  0.188
C -0.037 -2.340 -4.971  -0.704
O 0.076 -2.382 -3.788  0.156
O 0.484 -1.443 -5.727  0.112
F 0.997 -4.169 -6.877  0.102
H -0.167 -1.284 -7.793  0.142
H 1.450 -1.717 -7.320  0.146
H -0.849 -3.691 -7.575  0.176
C 0.953 5.034 1.473  -0.009
C 0.908 6.007 2.579  -0.366
O 0.064 7.043 2.156  0.178
C 0.016 7.106 0.896  -0.612
O -0.696 7.806 0.270  0.189
O 0.763 6.046 0.392  0.041
F 2.105 6.523 2.740  0.109
H 0.152 4.307 1.607  0.112
H 1.938 4.627 1.244  0.147
H 0.662 5.569 3.546  0.170
C 0.069 -1.668 1.064  -0.011
C -0.151 -1.185 -0.349  -0.307
O 0.103 0.186 -0.199  0.126
C -0.063 0.596 1.076  -0.501
O 0.233 1.701 1.573  0.112
O -0.244 -0.475 1.812  0.057
F -1.378 -1.356 -0.865  0.098
H 1.098 -1.834 1.383  0.129
H -0.517 -2.549 1.326  0.130
H 0.481 -1.592 -1.139  0.161
C 1.835 1.846 -2.748  -0.242
O 0.902 2.740 -2.894  -0.073
H 2.561 1.800 -3.560  0.092
H 2.365 2.087 -1.827  0.088
H 1.449 0.848 -2.539  0.068
H 1.323 3.596 -2.785  0.110

Properties
- Structure (SMILES): O=C1OC[C@@H](F)O1.O=C1OC[C@@H](F)O1.O=C1OC[C@@H](F)O1.O=C1OC[C@@H](F)O1.O=C1OC[C@@H](F)O1.O=C1OC[C@@H](F)O1.O=C1OC[C@@H](F)O1.O=C1OC[C@@H](F)O1.CO
- Orbital gap: 10.0 eV
- E_tot: -3649.3020 Eh
- Energy relative to the best compared isomer or geometry (same formula, charge and spin): 132.7 kcal/mol



(5)
The molecule C6H6O in a non-equilibrium geometry. Source: OMol25; level of theory: wB97M-V/def2-TZVPD.

Last column: Löwdin charge in e.
Geometry (Å):
C -0.028 0.333 -1.065  -0.233
C -1.067 -0.516 -0.460  -0.046
C -0.850 -0.729 0.856  -0.160
C 0.201 -0.322 1.642  -0.088
C 1.346 0.199 0.912  -0.094
C 1.181 0.740 -0.317  -0.033
H -1.345 0.688 -2.624  0.212
H -1.911 -0.714 -1.140  0.111
H -1.546 -1.535 1.131  0.113
H 0.348 -0.841 2.518  0.066
H 2.096 0.534 1.743  0.135
H 1.799 1.441 -0.782  0.087
O -0.225 0.722 -2.414  -0.069

Properties
- Structure (SMILES): Oc1ccccc1
- Orbital gap: 9.1 eV
- E_tot: -307.3816 Eh
- Energy relative to the best compared isomer or geometry (same formula, charge and spin): 51.4 kcal/mol